106
Properties=species:S:1:pos:R:3:forces:R:3:mulliken_charge:R:1 method="wB97M-V/def2-TZVPD" homo_ha="-0.370 / -0.373" s_squared=2.01 spin_multiplicity=3 gap_ev="8.25 / 4.68" charge=+1
Au -0.30210 -0.03624 -0.08056 -0.1 0.8 -0.1 1.1919
O -0.03126 -2.25300 -3.03863 0.2 -0.2 -0.2 -0.3253
C 1.02317 -2.03818 -3.87683 -0.1 0.0 0.0 0.0114
C 1.31275 -2.97751 -4.85733 0.0 -0.1 0.0 -0.6345
C 2.35845 -2.75759 -5.74209 0.0 0.0 0.0 -0.4542
C 3.11797 -1.59628 -5.66291 0.0 0.0 0.0 -0.9152
C 2.82419 -0.66475 -4.67761 0.0 0.0 0.0 -0.4588
C 1.79394 -0.87841 -3.77063 0.0 0.1 0.0 0.1893
C 1.53701 0.13084 -2.66691 0.1 0.0 0.3 0.1952
O 0.22706 0.14506 -2.24930 0.1 -0.1 0.1 -0.8767
N 2.50802 -0.16737 -1.54675 -0.3 -0.2 -0.3 -0.2189
N 2.13458 -0.12973 -0.28468 -0.1 0.0 0.0 0.1095
C 2.96841 0.00057 0.67275 0.1 -0.1 0.1 -0.6852
C 2.57717 -0.04132 2.08366 -0.2 -0.1 -0.3 0.4923
Br 0.84616 -0.75422 2.46348 0.1 0.0 0.0 0.0169
C 3.39349 0.29310 3.07758 0.2 0.1 0.3 -0.9211
C 3.14468 0.25104 4.53800 0.0 -0.1 -0.1 0.0837
C 2.02876 0.85214 5.11843 0.0 0.0 0.0 0.5710
C 1.82489 0.78456 6.49039 0.0 0.0 0.0 -0.8012
C 2.72419 0.09684 7.29648 0.0 0.1 0.0 -0.4975
C 3.84326 -0.49563 6.72758 0.0 0.0 0.0 -0.6083
C 4.06158 -0.40272 5.36030 0.0 0.0 0.0 -0.5420
H -0.16984 -1.38347 -2.58322 0.0 0.1 0.0 0.1535
H 0.70286 -3.87246 -4.91507 0.0 0.1 0.0 0.4276
H 2.57311 -3.49261 -6.50793 0.0 0.0 0.0 0.4023
H 3.92692 -1.41827 -6.36012 0.0 0.0 0.0 0.4084
H 3.40423 0.25282 -4.60949 0.0 0.0 0.0 0.4319
H 1.84317 1.11602 -3.05118 -0.1 0.1 0.0 0.1609
H 3.48824 -0.06554 -1.77307 0.1 0.1 0.0 0.3643
H 4.03283 0.14047 0.47742 0.0 0.0 0.0 0.3903
H 4.39000 0.60687 2.76885 0.0 0.0 0.0 0.4848
H 1.32682 1.39303 4.49418 0.0 0.0 0.0 0.1711
H 0.96667 1.27834 6.93213 0.0 -0.1 0.0 0.4214
H 2.56058 0.03620 8.36659 0.0 0.0 -0.1 0.4117
H 4.55373 -1.02523 7.35155 0.0 0.0 0.0 0.3960
H 4.94148 -0.85800 4.92062 0.0 0.0 0.0 0.4530
O -1.77687 -1.90814 -0.19014 0.1 0.1 -0.2 -0.5898
S -1.45521 -3.33621 -0.60508 0.0 -0.1 0.2 0.4822
C -2.34309 -4.30312 0.63688 0.2 0.0 0.1 -1.1222
C -1.72385 -3.98625 1.97233 0.0 0.0 0.0 0.2106
C -0.45721 -4.46716 2.30110 0.0 0.0 0.0 -0.1628
C 0.13503 -4.12386 3.50788 -0.1 0.0 0.0 -0.6287
C -0.53038 -3.28876 4.39788 0.0 -0.1 0.0 -0.5319
C -1.79323 -2.80750 4.07869 0.0 0.0 -0.1 -0.5986
C -2.38559 -3.15397 2.86892 0.0 0.0 0.0 -0.2651
C -2.46486 -3.74248 -2.05580 -0.1 0.2 0.0 -0.8670
C -3.94200 -3.49600 -1.92953 0.0 0.0 0.0 -0.2797
C -4.44356 -2.22563 -1.64017 0.0 0.0 0.0 1.1690
C -5.81326 -2.01372 -1.56624 0.0 -0.1 0.0 -0.7587
C -6.69997 -3.06218 -1.78634 0.0 0.0 0.0 -0.5970
C -6.20665 -4.32676 -2.07165 0.0 0.0 0.0 -0.7047
C -4.83608 -4.54133 -2.13534 0.0 0.0 0.0 -0.4316
H -2.22877 -5.35234 0.35066 0.0 0.0 0.1 0.6135
H -3.39125 -4.01038 0.58629 0.0 0.0 0.0 0.4440
H 0.06582 -5.12029 1.60898 0.0 0.0 0.0 0.4281
H 1.11735 -4.50673 3.75435 0.0 0.0 0.0 0.4311
H -0.06591 -3.01729 5.33906 0.0 0.0 -0.1 0.4461
H -2.32056 -2.16380 4.77265 0.0 0.0 0.0 0.4190
H -3.37394 -2.78059 2.62006 0.1 0.0 0.0 0.3389
H -2.24068 -4.79878 -2.23049 0.0 0.0 -0.1 0.6980
H -2.00841 -3.16252 -2.86026 0.0 -0.1 0.1 0.4292
H -3.74678 -1.41343 -1.46723 -0.1 -0.1 -0.1 -0.0313
H -6.19990 -1.02352 -1.34782 0.0 0.0 0.0 0.3601
H -7.76854 -2.89095 -1.74291 0.0 0.0 0.0 0.3967
H -6.88933 -5.14830 -2.25174 0.0 0.0 0.0 0.3922
H -4.45799 -5.53326 -2.36009 0.0 0.0 0.0 0.3859
C -1.28117 5.21783 -1.48066 -0.1 0.2 0.1 -1.0860
Si -0.35082 3.61025 -1.67904 0.0 0.3 -0.1 0.9594
C 1.44589 3.83613 -1.21097 0.2 -0.2 0.2 -1.0362
C -0.49515 3.00522 -3.42887 -0.1 -0.3 -0.2 -1.0372
Si -1.11088 2.17307 0.04248 0.0 -0.5 0.0 -0.6750
Si -1.26660 2.97671 2.25959 0.0 0.1 0.1 0.7623
C -2.47287 4.39782 2.32442 -0.1 0.2 0.0 -1.0596
C -1.77992 1.67893 3.49967 -0.1 -0.3 0.0 -0.8900
C 0.47218 3.56824 2.60704 0.3 0.0 0.0 -0.9751
Si -3.58411 1.84072 -0.61307 0.2 -0.3 0.0 -0.3912
C -3.21867 1.22303 -2.31737 0.0 -0.2 -0.2 -0.4537
C -4.76159 3.25454 -0.56798 0.0 0.4 0.1 -1.0792
C -3.90356 0.58439 0.70926 0.0 -0.3 0.1 0.0546
H -0.87167 5.97030 -2.16442 0.0 -0.1 0.1 0.3930
H -1.20217 5.61366 -0.46241 0.0 0.0 -0.1 0.2429
H -2.34411 5.09758 -1.71738 0.1 0.0 0.0 0.2394
H 1.95669 4.41190 -1.98996 0.0 0.0 0.0 0.4622
H 1.95165 2.86735 -1.11816 0.0 0.1 0.0 0.1553
H 1.56190 4.36954 -0.26265 0.0 -0.1 -0.1 0.3360
H 0.33874 3.40568 -4.01422 -0.1 0.0 0.0 0.4612
H -1.42525 3.33723 -3.89884 0.1 0.0 0.0 0.4812
H -0.44857 1.91379 -3.46921 0.0 0.1 0.0 -0.0034
H -3.48829 4.07186 2.07620 0.1 0.1 0.1 0.2069
H -2.19711 5.20198 1.63474 -0.1 -0.1 0.1 0.2604
H -2.49785 4.81690 3.33690 0.0 0.0 -0.1 0.4019
H -2.85818 1.71466 3.68459 0.1 0.0 0.0 0.5278
H -1.27170 1.86374 4.45230 -0.1 0.0 -0.1 0.4335
H -1.52284 0.66644 3.17884 0.0 0.1 0.1 0.0678
H 0.74154 4.42397 1.97959 0.0 -0.1 0.1 0.3881
H 1.20838 2.77429 2.42770 -0.1 0.1 0.0 0.2004
H 0.55930 3.87875 3.65485 0.0 0.0 -0.1 0.4815
H -3.06472 2.05811 -3.00457 0.0 -0.1 0.0 0.3900
H -4.06400 0.62611 -2.68854 0.1 0.1 0.0 0.5901
H -2.32108 0.59351 -2.33244 -0.1 0.1 0.0 -0.2649
H -4.45253 4.07693 -1.21835 -0.1 -0.1 0.0 0.3478
H -4.89580 3.64670 0.44259 0.0 0.0 -0.1 0.3730
H -5.73576 2.89548 -0.92181 0.1 0.0 0.0 0.4227
H -3.18481 -0.24053 0.65418 -0.1 0.1 0.0 -0.5769
H -4.91190 0.16486 0.58271 0.1 0.1 0.0 0.5237
H -3.84614 1.03591 1.70304 -0.1 0.0 -0.1 0.2901